No. 1
ORCA calculation (the ωB97M-V functional and the def2-TZVPD basis) on a molecular structure, C21H33BrCaCl2N8O3 in a non-equilibrium geometry.

Computed properties:
Net charge = +2
E = -5655.2145 hartree
HOMO level (spin up / spin down) = -12.3 / -12.8 eV
Gap between HOMO and LUMO (spin up / spin down) = 7.5 / 4.8 eV
2S+1 = 1

CARTESIAN COORDINATES (ANGSTROEM)
Ca  -0.046  0.897  0.821
Cl  5.723  -2.405  1.031
C  4.220  -2.218  1.988
Cl  4.112  -0.560  2.677
H  4.110  -3.020  2.758
H  3.372  -2.335  1.231
O  -1.257  2.561  7.013
C  -0.810  2.206  5.783
C  -0.638  0.849  5.465
C  -0.539  0.584  4.099
N  -0.550  1.479  3.062
C  -0.526  2.784  3.442
Br  -0.249  4.011  2.090
C  -0.669  3.186  4.777
H  -1.238  1.733  7.621
H  -0.888  0.052  6.178
H  -0.571  -0.464  3.758
H  -0.761  4.303  4.939
N  -2.929  2.058  -2.273
C  -3.641  2.792  -1.305
C  -2.952  2.584  -0.124
N  -1.890  1.743  -0.317
C  -1.869  1.452  -1.614
C  -0.851  0.635  -2.288
N  0.111  -0.028  -1.598
C  0.780  -0.828  -2.537
C  0.127  -0.756  -3.733
N  -0.909  0.118  -3.551
H  -3.036  2.088  -3.279
H  -4.445  3.438  -1.485
H  -3.124  3.041  0.790
H  1.597  -1.463  -2.406
H  0.360  -1.157  -4.713
H  -1.638  0.370  -4.229
O  0.869  -1.494  1.326
O  -0.455  -1.397  1.245
C  4.344  4.238  -0.778
C  4.314  2.694  -0.839
C  4.610  2.215  -2.280
C  5.227  2.032  0.214
C  2.893  2.399  -0.427
N  1.951  1.950  0.091
H  5.297  4.698  -1.137
H  4.150  4.558  0.247
H  3.511  4.625  -1.384
H  5.543  2.635  -2.740
H  3.778  2.401  -2.967
H  4.745  1.098  -2.242
H  6.263  2.110  -0.087
H  5.037  0.938  0.300
H  5.102  2.442  1.219
C  -1.396  -3.641  -1.497
C  -2.918  -3.769  -1.490
C  -3.437  -2.831  -2.614
C  -3.409  -5.234  -1.699
N  -3.342  -3.185  -0.213
N  -4.522  -3.439  0.461
H  -1.023  -4.241  -2.322
H  -0.992  -4.154  -0.587
H  -1.021  -2.613  -1.578
H  -3.419  -3.163  -3.636
H  -2.855  -1.918  -2.443
H  -4.448  -2.626  -2.379
H  -4.488  -5.202  -1.988
H  -3.241  -5.809  -0.750
H  -2.840  -5.633  -2.589
H  -2.551  -2.726  0.311
H  -4.366  -4.046  1.288
H  -5.399  -3.639  -0.101

Cartesian forces (eV/Å) of the 6 atoms listed first:
1.1 -1.8 0.2
-0.4 -0.1 0.5
-1.3 -0.5 -1.2
0.0 -0.8 0.0
0.5 1.0 -0.5
1.1 0.3 1.3

***

No. 2
ORCA calculation (the ωB97M-V functional and the def2-TZVPD basis) on a molecular structure, C21H33ClCrN6O4S3Te in a non-equilibrium geometry.

Computed properties:
E = -4416.4870 hartree
HOMO level (spin up / spin down) = -6.1 / -6.6 eV
Gap between HOMO and LUMO (spin up / spin down) = 5.7 / 6.1 eV
2S+1 = 5

CARTESIAN COORDINATES (ANGSTROEM)
Cr  -0.387  -0.672  -0.320
C  3.268  0.054  -2.482
C  1.944  0.118  -1.778
N  1.591  -0.700  -0.784
N  2.457  -1.237  0.114
C  2.038  -1.260  1.388
N  2.696  -1.995  2.324
S  0.730  -0.261  1.830
C  0.955  1.082  -2.072
C  1.058  2.033  -3.112
C  0.130  3.038  -3.209
C  -0.903  3.105  -2.271
C  -0.993  2.103  -1.322
N  -0.122  1.114  -1.218
H  3.910  -0.706  -2.041
H  3.783  1.013  -2.428
H  3.127  -0.189  -3.536
H  3.280  -1.757  -0.184
H  3.148  -2.847  2.028
H  2.198  -2.062  3.200
H  1.872  1.946  -3.813
H  0.196  3.769  -4.000
H  -1.627  3.901  -2.290
H  -1.816  2.084  -0.616
O  -2.474  -2.266  -1.392
Cl  -2.124  -1.317  -2.396
O  -2.600  -1.745  -3.648
O  -2.588  -0.030  -2.067
O  -0.682  -1.292  -2.435
Te  -2.510  -0.362  1.216
C  -4.457  -0.215  0.411
C  -5.405  0.652  0.873
C  -6.653  0.519  0.238
C  -6.648  -0.460  -0.704
S  -5.113  -1.228  -0.828
H  -5.195  1.363  1.656
H  -7.514  1.121  0.474
H  -7.449  -0.772  -1.344
C  1.957  -6.768  -1.027
C  2.535  -5.848  -2.095
C  2.060  -4.401  -1.961
C  0.656  -4.126  -2.511
N  -0.427  -4.724  -1.749
C  -0.924  -4.230  -0.603
S  -0.015  -3.142  0.320
N  -2.054  -4.754  -0.138
C  -2.740  -4.350  1.070
C  -2.993  -5.545  1.994
C  -1.801  -5.904  2.883
C  -0.604  -6.448  2.110
H  2.370  -7.769  -1.130
H  0.876  -6.830  -1.107
H  2.201  -6.397  -0.033
H  2.283  -6.226  -3.088
H  3.625  -5.861  -2.012
H  2.737  -3.753  -2.523
H  2.088  -4.104  -0.912
H  0.581  -4.514  -3.528
H  0.509  -3.039  -2.549
H  -1.030  -5.353  -2.263
H  -2.598  -5.336  -0.762
H  -3.687  -3.877  0.790
H  -2.124  -3.605  1.579
H  -3.275  -6.415  1.395
H  -3.835  -5.293  2.639
H  -2.125  -6.658  3.605
H  -1.496  -5.018  3.442
H  -0.900  -7.286  1.480
H  0.163  -6.797  2.799
H  -0.167  -5.675  1.484

Cartesian forces (eV/Å) of the 6 atoms listed first:
0.8 -0.5 0.5
-0.3 0.1 0.2
0.5 0.5 -0.3
-0.7 -0.6 -0.3
0.7 -0.4 1.1
0.5 0.4 -0.5

***

Here are the calculated energy relative to the best compared isomer or geometry (same formula, charge and spin) numbers, same order: 0.604, 3.624 (eV).